{
  "formula": "C32H39N3O5",
  "method": "wB97M-V/def2-TZVPD",
  "e_tot_ha": -1783.2694,
  "lumo_ev": 0.6,
  "orbital_gap_ev": 8.66,
  "relative_energy_kcal_mol": 4.5,
  "multiplicity": 1,
  "symbols": ["C", "C", "O", "C", "O", "C", "C", "O", "N", "C", "C", "N", "C", "C", "C", "C", "C", "C", "C", "C", "C", "C", "C", "C", "C", "N", "C", "C", "O", "C", "C", "C", "C", "C", "C", "C", "C", "C", "C", "O", "H", "H", "H", "H", "H", "H", "H", "H", "H", "H", "H", "H", "H", "H", "H", "H", "H", "H", "H", "H", "H", "H", "H", "H", "H", "H", "H", "H", "H", "H", "H", "H", "H", "H", "H", "H", "H", "H", "H"],
  "positions_angstrom": [[-3.784, -2.681, -2.325], [-2.334, -2.242, -2.439], [-2.215, -0.962, -1.841], [-0.978, -0.344, -2.003], [0.072, -1.129, -1.480], [0.212, -1.106, -0.112], [0.985, -2.214, 0.538], [0.573, -2.654, 1.602], [2.087, -2.711, -0.067], [2.796, -2.094, -1.161], [3.905, -1.177, -0.601], [4.046, -1.444, 0.815], [4.966, -0.539, 1.466], [4.359, 0.838, 1.544], [5.106, 1.977, 1.285], [4.525, 3.231, 1.370], [3.189, 3.357, 1.708], [2.436, 2.223, 1.965], [3.019, 0.971, 1.887], [4.262, -2.855, 1.040], [2.943, -3.591, 0.703], [-0.333, -0.174, 0.666], [-1.211, 0.921, 0.152], [-2.630, 0.633, 0.553], [-3.113, -0.527, 1.056], [-4.482, -0.445, 1.264], [-5.305, -1.439, 1.755], [-4.608, -2.723, 2.135], [-6.499, -1.284, 1.871], [-4.885, 0.831, 0.874], [-6.138, 1.422, 0.884], [-6.233, 2.729, 0.443], [-5.113, 3.433, 0.006], [-3.864, 2.848, -0.005], [-3.744, 1.532, 0.429], [-1.103, 1.054, -1.382], [-0.003, 2.023, -1.832], [1.420, 1.565, -1.530], [2.445, 2.661, -1.801], [3.732, 2.093, -1.668], [-4.080, -2.708, -1.280], [-3.908, -3.668, -2.760], [-4.427, -1.975, -2.842], [-1.671, -2.956, -1.932], [-2.028, -2.181, -3.495], [-0.727, -0.271, -3.079], [3.233, -2.902, -1.758], [2.107, -1.540, -1.791], [3.649, -0.125, -0.729], [4.852, -1.362, -1.143], [5.945, -0.493, 0.955], [5.137, -0.906, 2.484], [6.149, 1.884, 1.014], [5.117, 4.113, 1.168], [2.736, 4.336, 1.772], [1.393, 2.315, 2.231], [2.439, 0.081, 2.078], [4.519, -3.018, 2.087], [5.090, -3.248, 0.421], [3.140, -4.500, 0.125], [2.399, -3.853, 1.610], [-0.195, -0.245, 1.732], [-0.915, 1.876, 0.604], [-2.566, -1.421, 1.277], [-3.864, -2.538, 2.907], [-4.113, -3.163, 1.272], [-5.353, -3.418, 2.513], [-7.004, 0.880, 1.224], [-7.197, 3.215, 0.438], [-5.229, 4.454, -0.327], [-2.997, 3.399, -0.339], [-2.056, 1.444, -1.753], [-0.103, 2.187, -2.908], [-0.179, 2.983, -1.339], [1.515, 1.267, -0.486], [1.677, 0.709, -2.154], [2.311, 3.482, -1.084], [2.313, 3.062, -2.818], [4.390, 2.794, -1.655]]
}

{
  "formula": "C32H39N8RuS",
  "method": "wB97M-V/def2-TZVPD",
  "e_tot_ha": -2173.7531,
  "lumo_ev": [0.5, 0.0],
  "orbital_gap_ev": [6.65, 6.12],
  "relative_energy_kcal_mol": 0.0,
  "multiplicity": 2,
  "symbols": ["Ru", "C", "C", "C", "N", "C", "C", "C", "C", "C", "C", "C", "N", "C", "C", "C", "N", "C", "C", "C", "C", "C", "C", "C", "N", "C", "C", "H", "H", "H", "H", "H", "H", "H", "H", "H", "H", "H", "H", "H", "H", "H", "H", "H", "H", "H", "H", "H", "H", "H", "H", "H", "H", "C", "C", "N", "C", "S", "N", "N", "C", "C", "C", "C", "C", "C", "C", "N", "H", "H", "H", "H", "H", "H", "H", "H", "H", "H", "H", "H", "H"],
  "positions_angstrom": [[0.010, 0.342, 0.180], [0.357, 2.079, -3.484], [0.375, 2.902, -2.192], [-0.963, 2.929, -1.440], [-0.995, 2.145, -0.205], [-1.943, 2.379, 0.701], [-3.062, 3.272, 0.347], [-4.346, 3.266, 0.728], [-5.010, 2.328, 1.600], [-4.461, 1.301, 2.252], [-3.022, 0.912, 2.348], [-1.917, 1.846, 2.020], [-0.660, 1.351, 2.584], [0.073, 2.206, 3.499], [1.511, 2.447, 3.029], [1.540, 2.718, 1.525], [1.619, 1.525, 0.693], [2.773, 1.158, 0.168], [4.010, 1.632, 0.666], [5.315, 1.348, 0.309], [5.818, 0.523, -0.683], [5.057, -0.194, -1.595], [3.689, -0.274, -1.762], [2.613, 0.300, -1.037], [1.347, 0.146, -1.387], [0.964, -0.295, -2.718], [-0.085, 0.625, -3.335], [1.346, 2.119, -3.953], [-0.330, 2.568, -4.183], [0.640, 3.928, -2.459], [1.151, 2.553, -1.517], [-1.769, 2.599, -2.114], [-1.173, 3.975, -1.209], [-2.804, 4.066, -0.342], [-4.972, 4.056, 0.329], [-6.075, 2.485, 1.738], [-5.121, 0.703, 2.876], [-2.913, 0.591, 3.377], [0.070, 1.799, 4.521], [-0.451, 3.162, 3.535], [2.155, 1.593, 3.253], [1.919, 3.304, 3.571], [2.359, 3.394, 1.267], [0.615, 3.225, 1.242], [3.923, 2.290, 1.520], [6.060, 1.841, 0.927], [6.894, 0.432, -0.757], [5.625, -0.791, -2.302], [3.388, -0.926, -2.569], [0.574, -1.318, -2.675], [1.825, -0.297, -3.389], [-1.009, 0.579, -2.760], [-0.317, 0.216, -4.323], [-5.194, -1.836, -1.958], [-4.931, -0.488, -1.304], [-4.352, -0.609, 0.024], [-3.039, -0.598, 0.285], [-1.877, -0.878, -0.940], [-2.630, -0.378, 1.548], [-1.234, -0.639, 1.614], [-0.609, -0.120, 2.793], [-1.217, -0.635, 4.128], [0.809, -0.732, 2.630], [1.679, -1.006, 3.671], [2.862, -1.684, 3.417], [3.135, -2.100, 2.127], [2.244, -1.754, 1.127], [1.133, -1.065, 1.367], [-5.645, -1.698, -2.942], [-5.872, -2.439, -1.352], [-4.259, -2.381, -2.079], [-5.857, 0.080, -1.199], [-4.246, 0.100, -1.917], [-4.964, -0.491, 0.814], [-2.168, -1.122, 3.924], [-1.378, 0.172, 4.844], [-0.588, -1.386, 4.599], [1.436, -0.691, 4.677], [3.552, -1.898, 4.223], [4.030, -2.656, 1.886], [2.429, -2.014, 0.093]]
}

{
  "formula": "C32H40F27N3O7",
  "method": "wB97M-V/def2-TZVPD",
  "e_tot_ha": -4630.6789,
  "lumo_ev": 0.0,
  "orbital_gap_ev": 8.87,
  "multiplicity": 1,
  "symbols": ["H", "N", "C", "C", "C", "C", "C", "C", "C", "N", "O", "C", "C", "C", "O", "C", "C", "F", "F", "F", "O", "C", "C", "C", "O", "N", "C", "C", "H", "H", "H", "H", "H", "H", "H", "H", "H", "H", "H", "H", "H", "H", "H", "H", "H", "H", "H", "H", "H", "H", "H", "H", "H", "H", "H", "F", "C", "F", "C", "F", "F", "C", "O", "C", "F", "F", "C", "F", "F", "H", "H", "H", "H", "F", "C", "F", "C", "F", "F", "C", "O", "C", "F", "F", "C", "F", "F", "H", "H", "H", "H", "F", "C", "F", "C", "F", "F", "C", "O", "C", "F", "F", "C", "F", "F", "H", "H", "H", "H"],
  "positions_angstrom": [[2.561, 1.962, 4.806], [2.242, 2.768, 4.262], [2.332, 2.530, 3.020], [2.773, 1.195, 2.422], [1.602, 0.199, 2.585], [1.173, -0.696, 1.411], [0.947, -0.047, 0.035], [1.792, -0.688, -1.106], [1.133, -1.922, -1.672], [1.470, -3.134, -1.026], [0.342, -1.880, -2.576], [-0.012, -1.365, 2.128], [-0.712, -2.542, 1.476], [-1.789, -3.136, 2.394], [-2.790, -2.155, 2.690], [-4.053, -2.456, 2.166], [-5.060, -1.428, 2.672], [-4.740, -0.915, 3.843], [-5.198, -0.398, 1.815], [-6.278, -1.973, 2.785], [0.562, -1.742, 3.395], [1.651, -0.864, 3.718], [3.031, -1.522, 3.838], [3.278, -2.815, 4.626], [4.277, -2.859, 5.286], [2.414, -3.934, 4.616], [1.403, -3.948, 5.664], [1.964, -4.402, 3.313], [2.017, 3.326, 2.340], [2.986, 1.320, 1.354], [3.688, 0.897, 2.941], [0.722, 0.807, 2.842], [1.891, -1.522, 1.281], [1.224, 1.010, 0.089], [-0.109, -0.121, -0.257], [2.802, -0.946, -0.766], [1.900, 0.019, -1.936], [2.411, -3.436, -1.259], [0.812, -3.847, -1.327], [-0.780, -0.594, 2.312], [-1.210, -2.181, 0.565], [-0.008, -3.337, 1.220], [-2.253, -4.012, 1.925], [-1.340, -3.429, 3.351], [-4.406, -3.450, 2.475], [-4.059, -2.411, 1.067], [1.400, -0.358, 4.663], [3.655, -0.802, 4.385], [3.495, -1.618, 2.844], [0.976, -4.958, 5.719], [1.877, -3.744, 6.627], [0.581, -3.242, 5.479], [2.592, -3.984, 2.519], [0.916, -4.167, 3.119], [2.084, -5.495, 3.268], [-9.234, 0.097, -2.697], [-8.072, -0.545, -2.467], [-8.075, -1.694, -3.181], [-7.922, -0.894, -0.982], [-8.885, -1.763, -0.617], [-6.719, -1.549, -0.909], [-7.819, 0.254, 0.030], [-8.986, 0.575, 0.760], [-9.877, 1.517, 0.350], [-9.474, 2.166, -0.755], [-9.983, 2.439, 1.339], [-11.280, 0.919, 0.172], [-11.262, -0.046, -0.768], [-12.119, 1.898, -0.232], [-7.238, 0.076, -2.802], [-7.132, -0.120, 0.784], [-7.354, 1.138, -0.409], [-11.629, 0.502, 1.118], [2.198, 3.833, -4.413], [1.011, 3.916, -5.049], [1.201, 4.577, -6.212], [-0.007, 4.697, -4.210], [0.405, 5.970, -4.052], [-1.140, 4.711, -4.975], [-0.440, 4.104, -2.861], [0.158, 4.650, -1.702], [1.275, 4.128, -1.139], [1.683, 2.998, -1.744], [0.993, 3.799, 0.149], [2.393, 5.174, -1.045], [2.757, 5.595, -2.271], [3.461, 4.600, -0.447], [0.642, 2.911, -5.268], [-1.488, 4.383, -2.769], [-0.397, 3.015, -2.871], [2.056, 6.022, -0.447], [7.216, -1.320, -2.347], [6.610, -0.569, -1.410], [5.898, -1.395, -0.603], [5.636, 0.430, -2.043], [4.646, -0.241, -2.666], [5.086, 1.081, -0.971], [6.205, 1.521, -2.960], [6.087, 1.307, -4.349], [7.065, 0.720, -5.093], [8.171, 0.460, -4.378], [7.414, 1.591, -6.070], [6.542, -0.535, -5.805], [6.122, -1.445, -4.902], [7.549, -1.077, -6.523], [7.362, -0.052, -0.808], [5.574, 2.385, -2.775], [7.220, 1.797, -2.669], [5.717, -0.271, -6.468]]
}

{
  "formula": "C32H40F4N6NaS",
  "method": "wB97M-V/def2-TZVPD",
  "charge": -1,
  "e_tot_ha": -2531.8510,
  "lumo_ev": 1.8,
  "orbital_gap_ev": 5.70,
  "relative_energy_kcal_mol": 4.8,
  "multiplicity": 1,
  "symbols": ["Na", "C", "C", "N", "C", "C", "N", "C", "C", "C", "N", "C", "C", "N", "C", "H", "H", "H", "H", "H", "H", "H", "H", "H", "H", "H", "H", "H", "H", "H", "H", "H", "H", "H", "H", "H", "H", "H", "H", "F", "C", "C", "C", "C", "C", "C", "H", "H", "H", "H", "N", "C", "S", "N", "C", "C", "C", "C", "C", "C", "H", "H", "H", "H", "H", "H", "H", "H", "F", "C", "F", "F", "C", "C", "C", "C", "C", "C", "C", "C", "H", "H", "H", "H"],
  "positions_angstrom": [[-0.900, 0.127, 0.679], [-3.644, -2.590, -0.402], [-3.224, -2.908, 1.032], [-2.232, -1.981, 1.568], [-2.497, -1.495, 2.920], [-3.339, -0.226, 2.889], [-2.630, 0.841, 2.193], [-3.439, 2.036, 1.956], [-4.379, 1.864, 0.753], [-3.725, 2.164, -0.596], [-2.506, 1.399, -0.790], [-2.166, 1.051, -2.156], [-2.555, -0.398, -2.443], [-1.861, -1.299, -1.530], [-2.482, -2.613, -1.407], [-4.080, -1.585, -0.413], [-4.422, -3.300, -0.706], [-2.860, -3.946, 1.073], [-4.114, -2.870, 1.668], [-1.292, -2.355, 1.515], [-1.540, -1.259, 3.379], [-2.994, -2.250, 3.546], [-3.620, 0.052, 3.918], [-4.273, -0.426, 2.351], [-1.779, 1.079, 2.697], [-2.754, 2.867, 1.765], [-4.032, 2.300, 2.845], [-5.252, 2.515, 0.872], [-4.742, 0.830, 0.738], [-3.538, 3.248, -0.661], [-4.438, 1.920, -1.390], [-1.707, 1.891, -0.364], [-1.082, 1.159, -2.285], [-2.646, 1.708, -2.896], [-2.363, -0.646, -3.499], [-3.633, -0.503, -2.281], [-0.890, -1.386, -1.810], [-1.721, -3.323, -1.068], [-2.842, -2.982, -2.381], [3.161, -2.474, 5.498], [2.374, -1.883, 4.547], [1.566, -0.824, 4.902], [0.759, -0.247, 3.917], [0.703, -0.663, 2.569], [1.596, -1.721, 2.306], [2.419, -2.346, 3.253], [1.574, -0.465, 5.927], [0.134, 0.590, 4.242], [1.724, -2.048, 1.271], [3.096, -3.156, 2.994], [1.076, -3.822, -0.899], [1.577, -3.076, -1.921], [1.624, -1.422, -1.842], [1.972, -3.844, -2.987], [2.406, -3.384, -4.255], [1.706, -2.407, -4.952], [2.143, -2.011, -6.205], [3.262, -2.597, -6.785], [3.945, -3.588, -6.097], [3.522, -3.975, -4.833], [1.003, -3.342, -0.014], [1.279, -4.808, -0.851], [2.229, -4.793, -2.775], [0.828, -1.958, -4.507], [1.598, -1.241, -6.738], [3.604, -2.277, -7.762], [4.817, -4.055, -6.537], [4.066, -4.737, -4.285], [5.192, 7.884, 1.027], [5.063, 6.888, 1.925], [4.824, 7.474, 3.122], [6.281, 6.311, 2.040], [4.002, 5.911, 1.554], [3.252, 6.062, 0.397], [2.260, 5.144, 0.088], [1.985, 4.057, 0.928], [2.768, 3.916, 2.088], [3.757, 4.830, 2.397], [0.948, 3.122, 0.631], [0.044, 2.326, 0.388], [3.447, 6.897, -0.263], [1.676, 5.258, -0.816], [2.579, 3.068, 2.733], [4.351, 4.708, 3.296]]
}

{
  "formula": "C32H40HoN12O7S2",
  "method": "wB97M-V/def2-TZVPD",
  "charge": 1,
  "e_tot_ha": -4171.5799,
  "lumo_ev": [-2.0, -2.0],
  "orbital_gap_ev": [7.90, 7.91],
  "multiplicity": 5,
  "symbols": ["Ho", "O", "N", "N", "O", "C", "C", "C", "C", "C", "C", "H", "H", "H", "H", "H", "O", "S", "O", "N", "C", "C", "C", "C", "C", "C", "C", "C", "N", "C", "C", "C", "C", "C", "C", "C", "H", "H", "H", "H", "H", "H", "H", "H", "H", "H", "H", "C", "O", "C", "O", "N", "N", "H", "H", "H", "H", "H", "H", "C", "N", "C", "C", "N", "C", "S", "H", "H", "H", "H", "H", "H", "H", "H", "N", "C", "C", "C", "N", "H", "H", "H", "H", "C", "N", "C", "N", "O", "H", "H", "H", "H", "H", "H"],
  "positions_angstrom": [[0.006, -1.014, -0.942], [1.764, -2.237, -1.507], [2.746, -1.598, -2.022], [2.815, -0.356, -1.757], [1.944, 0.287, -0.995], [3.905, 0.365, -2.283], [4.618, -0.142, -3.366], [5.679, 0.581, -3.875], [6.029, 1.802, -3.318], [5.324, 2.293, -2.232], [4.264, 1.577, -1.708], [4.335, -1.090, -3.791], [6.232, 0.193, -4.716], [6.851, 2.366, -3.728], [5.600, 3.235, -1.785], [3.722, 1.937, -0.847], [-0.907, -2.433, -2.550], [-2.296, -2.418, -2.079], [-2.894, -3.693, -1.800], [-2.236, -1.400, -0.848], [-3.099, -1.443, 0.198], [-4.400, -1.925, 0.152], [-5.213, -1.897, 1.284], [-4.769, -1.371, 2.472], [-3.460, -0.867, 2.570], [-2.932, -0.311, 3.752], [-1.639, 0.140, 3.762], [-0.867, 0.028, 2.596], [-1.316, -0.479, 1.469], [-2.600, -0.915, 1.435], [-3.217, -1.559, -3.356], [-3.166, -0.177, -3.326], [-3.895, 0.549, -4.252], [-4.649, -0.113, -5.211], [-4.669, -1.498, -5.248], [-3.955, -2.229, -4.310], [-4.773, -2.331, -0.774], [-6.213, -2.296, 1.210], [-5.411, -1.346, 3.339], [-3.558, -0.240, 4.630], [-1.213, 0.572, 4.653], [0.154, 0.388, 2.582], [-2.581, 0.299, -2.549], [-3.874, 1.627, -4.230], [-5.236, 0.457, -5.916], [-5.245, -2.011, -6.002], [-3.977, -3.307, -4.290], [-0.924, -4.943, 1.986], [0.254, -4.200, 2.314], [0.502, -3.145, 1.551], [-0.131, -2.845, 0.554], [1.520, -2.390, 2.042], [1.993, -1.352, 1.226], [-0.779, -5.940, 2.392], [-1.068, -4.980, 0.906], [-1.786, -4.464, 2.453], [2.105, -2.783, 2.773], [2.873, -1.603, 0.776], [2.121, -0.477, 1.743], [0.798, 2.804, 4.852], [2.059, 2.124, 4.838], [2.701, 1.679, 6.060], [4.003, 1.036, 5.556], [3.755, 0.910, 4.131], [2.688, 1.657, 3.751], [2.227, 1.892, 2.180], [0.920, 3.837, 5.189], [0.108, 2.295, 5.530], [0.390, 2.797, 3.840], [2.058, 0.956, 6.574], [2.879, 2.525, 6.727], [4.181, 0.053, 5.996], [4.871, 1.672, 5.752], [4.511, 0.751, 3.485], [-0.028, 1.314, -3.501], [0.231, 1.620, -4.782], [0.742, 0.482, -5.366], [0.757, -0.472, -4.342], [0.288, 0.046, -3.214], [-0.427, 1.886, -2.768], [0.052, 2.598, -5.187], [1.067, 0.355, -6.378], [1.078, -1.498, -4.375], [-2.505, 2.716, 0.969], [-1.110, 3.029, 0.756], [-0.337, 2.357, -0.117], [0.892, 2.870, -0.376], [-0.759, 1.366, -0.743], [-3.146, 3.329, 0.333], [-2.769, 2.890, 2.010], [-2.671, 1.670, 0.715], [-0.746, 3.860, 1.195], [1.298, 3.537, 0.262], [1.537, 2.181, -0.756]]
}